Record 1
C31H40BBrMnN6O2P2 as an isolated structure, computed with ωB97M-V/def2-TZVPD.

The spin multiplicity is 2. The expectation value of S² is 1.018. Its HOMO energy (spin up / spin down) is -8.6 / -8.1 eV.

Cartesian coordinates (Å):
Mn  -0.2491  0.5598  -0.5771
C  -2.5566  -0.7518  1.7610
P  -0.8397  -0.1679  1.5729
C  0.0551  -1.7647  1.8570
N  0.3535  -2.2155  3.0458
C  1.0582  -3.3899  3.1254
C  1.4162  -3.8936  4.4040
C  2.1311  -5.0511  4.4945
C  2.5196  -5.7538  3.3234
C  2.1810  -5.2848  2.0887
C  1.4331  -4.0833  1.9761
N  1.0836  -3.6247  0.7315
C  0.4168  -2.5050  0.6623
P  -0.0737  -1.8013  -0.9846
C  -1.6535  -2.6686  -1.2892
C  1.0700  -2.5289  -2.2481
C  0.9903  -4.0536  -2.3506
C  0.6522  -1.9272  -3.5992
C  2.5021  -2.0920  -1.9544
C  -0.6237  0.9921  3.0140
C  -0.7022  0.3535  4.3997
C  -1.7698  2.0100  2.8853
C  0.7015  1.7376  2.8720
H  -2.7659  -1.0199  2.7972
H  -2.7164  -1.6316  1.1395
H  -3.2426  0.0281  1.4301
H  1.1066  -3.3335  5.2735
H  2.4100  -5.4447  5.4625
H  3.0879  -6.6674  3.4216
H  2.4604  -5.7969  1.1800
H  -1.6167  -3.7012  -0.9426
H  -1.8482  -2.6656  -2.3625
H  -2.4753  -2.1420  -0.8084
H  -0.0094  -4.3839  -2.6330
H  1.2787  -4.5547  -1.4295
H  1.6682  -4.3674  -3.1472
H  -0.3162  -2.2960  -3.9348
H  1.3892  -2.2326  -4.3448
H  0.6289  -0.8372  -3.5883
H  2.8592  -2.4609  -0.9943
H  2.6054  -1.0065  -1.9688
H  3.1482  -2.5035  -2.7324
H  -1.6334  -0.1913  4.5531
H  -0.6720  1.1598  5.1360
H  0.1201  -0.3281  4.5953
H  -2.7334  1.5669  3.1342
H  -1.8276  2.4513  1.8900
H  -1.5819  2.8128  3.6017
H  1.5582  1.0807  3.0185
H  0.7424  2.5118  3.6416
H  0.8087  2.2212  1.8975
B  1.9611  2.6393  -1.8891
N  0.9706  2.0172  -2.9079
C  0.7619  2.3557  -4.1839
C  -0.4453  1.8199  -4.5970
C  -0.9294  1.1571  -3.4704
N  -0.0611  1.2802  -2.4659
N  2.5431  1.5062  -0.9900
C  3.8280  1.3157  -0.6984
C  3.9300  0.3608  0.2997
C  2.6138  0.0150  0.5615
N  1.7718  0.7137  -0.2077
H  2.8758  3.1379  -2.4923
H  1.3679  3.4200  -1.1800
H  1.4780  2.9711  -4.6958
H  -0.9095  1.9054  -5.5602
H  -1.8535  0.6194  -3.3229
H  4.5790  1.8850  -1.2143
H  4.8191  -0.0222  0.7603
H  2.2452  -0.6976  1.2761
Br  -3.7955  8.1929  -1.2658
C  -3.4692  6.3285  -1.1857
C  -4.4769  5.4488  -1.5510
C  -4.2291  4.0880  -1.4946
C  -2.9959  3.6129  -1.0647
C  -1.9993  4.5118  -0.7030
C  -2.2284  5.8772  -0.7666
C  -2.7510  2.1300  -1.0197
O  -3.5068  1.3477  -1.5780
O  -1.7098  1.7790  -0.3429
H  -5.4353  5.8270  -1.8761
H  -4.9865  3.3749  -1.7868
H  -1.0360  4.1357  -0.3856
H  -1.4559  6.5829  -0.4975

Mulliken population analysis, charges in e, atoms 1 to 5: atom 1 (Mn): 0.173, atom 2 (C): -1.533, atom 3 (P): 1.612, atom 4 (C): -0.399, atom 5 (N): -0.477

Record 2
A 11-piece molecular cluster, C39H77N11O5 overall in a non-equilibrium geometry, computed with ωB97M-V/def2-TZVPD.

The SMILES is CN(C)C=O.CN(C)C=O.CN(C)C=O.CN(C)C=O.CN(C)C=O.CCCC#N.CCCC#N.CCCC#N.CCCC#N.CCCC#N.CCCC#N. Its HOMO energy is -9.0 eV.

Cartesian coordinates (Å):
C  2.3965  3.2040  2.3479
O  1.3095  3.0391  1.7993
N  3.1161  4.3583  2.3120
C  2.6800  5.3818  1.4806
C  4.5176  4.4170  2.6104
H  2.8925  2.4147  2.9778
H  1.7879  5.1109  0.8672
H  3.4909  5.7083  0.8123
H  2.4218  6.2988  2.0543
H  5.1540  4.0613  1.7703
H  4.7267  5.4238  2.9243
H  4.6821  3.7844  3.4756
C  -0.9013  3.4144  4.4264
O  -0.4152  3.5311  5.5468
N  -1.7053  4.3114  3.7993
C  -1.8647  4.2038  2.3393
C  -2.2051  5.4331  4.5322
H  -0.6680  2.5207  3.8973
H  -2.9649  4.3676  2.2029
H  -1.4762  3.2263  2.0477
H  -1.3736  5.0348  1.8233
H  -2.1323  5.1738  5.5691
H  -1.7001  6.3769  4.3324
H  -3.2648  5.6665  4.3673
C  3.3880  3.0460  -0.8430
O  4.4577  2.6610  -0.3745
N  3.2096  4.0780  -1.7502
C  4.2930  4.8717  -2.3492
C  1.8448  4.4654  -2.2535
H  2.4577  2.6053  -0.4630
H  5.2412  4.4644  -2.0064
H  4.0582  5.9120  -2.0974
H  4.2102  4.8120  -3.4364
H  1.5624  5.4384  -1.7985
H  1.8531  4.4664  -3.3733
H  1.1534  3.6876  -1.8779
C  3.3207  -2.9421  -0.1878
O  3.0617  -4.0817  0.1219
N  2.5719  -1.8285  0.1688
C  2.9566  -0.5652  -0.3705
C  1.2223  -1.9007  0.5221
H  4.2242  -2.7088  -0.8289
H  4.0370  -0.5398  -0.5426
H  2.6932  0.2333  0.3482
H  2.4758  -0.2904  -1.3565
H  0.9571  -1.2731  1.3860
H  0.5699  -1.6494  -0.3579
H  0.9191  -2.8889  0.8011
C  -0.7876  -5.0223  -0.3824
O  -0.6863  -4.9609  0.8086
N  0.0209  -5.7496  -1.2288
C  -0.0876  -5.6935  -2.6377
C  1.0436  -6.5200  -0.6015
H  -1.6297  -4.4798  -0.9873
H  0.6542  -4.9541  -2.9497
H  -1.0903  -5.3363  -2.8736
H  0.1504  -6.6468  -3.0969
H  1.9892  -6.0279  -0.6348
H  0.8725  -6.6952  0.4186
H  1.1282  -7.5886  -1.0328
C  -2.5139  1.0286  0.8454
C  -1.0234  1.0598  0.7623
C  -0.4136  1.7312  -0.4855
C  -0.6904  0.9142  -1.6891
N  -1.0369  0.3180  -2.6265
H  -2.7859  0.2587  1.5919
H  -2.8513  0.5841  -0.1229
H  -3.0249  1.9145  1.1221
H  -0.7415  0.0266  0.6815
H  -0.4520  1.4886  1.5545
H  0.7048  1.7515  -0.3967
H  -0.7312  2.7702  -0.6360
C  -3.4563  -2.3487  3.3409
C  -2.7573  -3.5109  3.9911
C  -2.6165  -4.7803  3.1608
C  -1.7634  -5.7882  3.8913
N  -1.1383  -6.5195  4.5365
H  -4.5836  -2.5043  3.2966
H  -3.0390  -2.0980  2.3520
H  -3.2860  -1.4191  3.9597
H  -3.1763  -3.6832  5.0149
H  -1.7566  -3.1701  4.2700
H  -2.0977  -4.6054  2.2030
H  -3.6039  -5.2235  2.9278
C  2.3620  -2.9843  -4.0188
C  2.5505  -2.4506  -5.3653
C  2.0142  -1.0168  -5.4401
C  2.9671  -0.0910  -4.8168
N  3.7248  0.5130  -4.2392
H  2.9167  -2.5257  -3.2136
H  2.6712  -4.0315  -3.9899
H  1.3560  -2.9080  -3.6975
H  2.0386  -3.0112  -6.0547
H  3.6109  -2.5168  -5.6592
H  1.0058  -0.8910  -4.9895
H  1.8929  -0.7244  -6.5179
C  -4.7240  0.7882  -3.6762
C  -4.7122  1.0301  -2.1582
C  -4.5468  2.5570  -1.7871
C  -3.3103  3.1735  -2.1122
N  -2.3633  3.7463  -2.4149
H  -5.1154  -0.1995  -3.7842
H  -3.7205  0.8688  -4.0595
H  -5.4010  1.4962  -4.1605
H  -3.8781  0.4480  -1.6889
H  -5.6972  0.7227  -1.6910
H  -4.7440  2.7250  -0.7584
H  -5.3857  3.0687  -2.2644
C  -3.7595  -4.2290  -3.4677
C  -3.1017  -2.8273  -3.5396
C  -2.7569  -2.3737  -4.9935
C  -1.6166  -3.1054  -5.5106
N  -0.6863  -3.6728  -5.8165
H  -3.9616  -4.5375  -2.4202
H  -3.0535  -4.9787  -3.8215
H  -4.6798  -4.2861  -4.1455
H  -2.2342  -2.7959  -2.9314
H  -3.7859  -2.0383  -3.2002
H  -2.5476  -1.2873  -5.0307
H  -3.6404  -2.4508  -5.6048
C  3.0816  -0.0327  4.6970
C  2.3897  1.0767  5.4987
C  1.0092  0.6192  5.9630
C  0.0254  0.3662  4.9453
N  -0.7308  0.1022  4.1287
H  3.1320  -0.8801  5.3749
H  4.0695  0.1994  4.2924
H  2.4377  -0.3793  3.8438
H  2.2672  1.9874  4.9234
H  2.9181  1.5211  6.3571
H  0.6838  1.4590  6.6375
H  1.0433  -0.2983  6.6343

Mulliken population analysis, charges in e, atoms 1 to 5: atom 1 (C): -0.097, atom 2 (O): -0.134, atom 3 (N): 0.247, atom 4 (C): -0.949, atom 5 (C): -1.041

Record 3
A 2-piece molecular cluster, CHF4N2 overall in a non-equilibrium geometry, computed with ωB97M-V/def2-TZVPD.

The charge is +1. Its energy above the lowest of the compared OMol25 structures with the same formula, charge and spin is 3.3007 eV. Its HOMO energy (spin up / spin down) is -17.5 / -17.5 eV.

Cartesian coordinates (Å):
C  0.0262  0.0144  -0.1827
N  -0.1677  1.2091  0.3040
N  0.1818  -1.2321  0.1397
F  0.0045  0.1791  -2.0191
F  -0.0104  1.5375  1.5964
F  0.4801  -2.0747  -0.8355
F  -0.3245  -1.7572  1.2265
H  -0.1900  2.1240  -0.2293

Mulliken population analysis, charges in e, atoms 1 to 5: atom 1 (C): 0.653, atom 2 (N): 0.013, atom 3 (N): 0.359, atom 4 (F): -0.245, atom 5 (F): -0.060